Computed, not measured: a 18-piece molecular cluster, C48H144N12O18 overall at a distorted geometry, with the ωB97M-V functional and the def2-TZVPD basis.

Output
E_LUMO, eV: 0.36
Multiplicity: 1
HOMO, eV: -8.36

Positions of all 222 atoms, in Å:
C -6.117 0.969 2.781
C -4.712 1.385 2.374
C -3.837 1.851 3.495
O -3.745 0.720 4.416
C -3.551 1.119 5.745
N -3.912 0.299 1.786
H -6.560 0.413 1.986
H -6.745 1.825 3.032
H -6.195 0.347 3.668
H -4.825 2.128 1.544
H -4.303 2.716 4.036
H -2.847 2.255 3.291
H -3.975 0.297 6.411
H -3.946 2.103 6.127
H -2.511 1.060 5.910
H -3.981 -0.390 2.528
H -4.363 -0.099 0.959
C 0.125 5.985 4.334
C -0.460 4.586 4.232
C -1.731 4.465 5.095
O -2.803 5.273 4.562
C -3.761 5.463 5.561
N -0.760 4.038 2.868
H -0.742 6.730 4.330
H 0.853 6.158 3.526
H 0.426 6.153 5.347
H 0.406 4.032 4.687
H -1.548 4.797 6.135
H -2.089 3.401 5.152
H -4.333 4.592 5.831
H -4.456 6.209 5.189
H -3.235 5.803 6.438
H -1.761 4.229 2.699
H -0.286 4.614 2.149
C 0.278 6.231 -3.463
C -0.540 4.887 -3.322
C -1.860 5.166 -2.718
O -1.859 5.081 -1.246
C -3.016 5.417 -0.546
N -0.782 4.191 -4.564
H 0.306 6.729 -2.421
H -0.349 6.869 -4.096
H 1.317 6.170 -3.843
H -0.007 4.259 -2.598
H -2.617 4.523 -3.136
H -2.112 6.187 -2.906
H -3.211 6.491 -0.558
H -2.873 5.110 0.484
H -3.827 4.837 -1.088
H -1.610 4.523 -5.066
H -0.045 4.224 -5.250
C 4.818 -4.134 -1.952
C 3.866 -3.176 -2.644
C 4.671 -2.179 -3.495
O 5.513 -1.307 -2.836
C 6.536 -0.845 -3.686
N 2.766 -3.850 -3.431
H 5.268 -4.807 -2.671
H 4.295 -4.808 -1.269
H 5.627 -3.616 -1.443
H 3.365 -2.502 -1.968
H 3.918 -1.576 -4.015
H 5.232 -2.667 -4.355
H 6.269 -0.561 -4.744
H 7.307 -1.602 -3.889
H 7.044 -0.045 -3.113
H 2.276 -3.023 -3.767
H 3.119 -4.339 -4.224
C -6.322 -2.864 2.299
C -5.615 -3.635 1.225
C -4.212 -3.895 1.582
O -3.575 -2.668 1.660
C -2.256 -2.910 2.156
N -6.304 -4.878 0.894
H -5.844 -1.897 2.385
H -6.393 -3.354 3.287
H -7.320 -2.588 2.015
H -5.501 -2.929 0.358
H -3.703 -4.541 0.806
H -4.282 -4.499 2.542
H -2.259 -3.495 3.067
H -1.858 -1.925 2.257
H -1.709 -3.525 1.483
H -5.912 -5.265 0.046
H -7.299 -4.755 0.788
C -1.212 -4.718 -3.260
C -1.997 -4.312 -1.990
C -3.412 -3.792 -2.379
O -4.119 -4.880 -2.826
C -5.432 -4.670 -3.270
N -1.851 -5.418 -1.087
H -0.831 -3.722 -3.681
H -1.976 -5.146 -3.892
H -0.393 -5.462 -3.169
H -1.394 -3.484 -1.581
H -3.299 -2.983 -3.091
H -3.876 -3.361 -1.402
H -5.930 -5.621 -3.317
H -5.414 -4.299 -4.335
H -5.960 -3.956 -2.550
H -2.297 -6.211 -1.523
H -2.356 -5.096 -0.279
C 6.056 3.200 -1.519
C 5.398 3.516 -0.154
C 3.874 3.495 -0.426
O 2.967 4.022 0.516
C 3.126 3.495 1.842
N 5.835 2.436 0.665
H 6.007 4.000 -2.204
H 5.507 2.369 -1.960
H 7.082 2.941 -1.258
H 5.752 4.470 0.164
H 3.703 2.429 -0.584
H 3.672 4.046 -1.364
H 2.913 2.394 1.849
H 2.388 4.024 2.412
H 4.065 3.801 2.325
H 5.459 2.399 1.612
H 6.828 2.481 0.772
C 1.220 -6.787 2.093
C 1.449 -5.355 2.388
C 0.848 -4.786 3.604
O 1.012 -3.370 3.503
C 0.331 -2.668 4.559
N 2.930 -5.070 2.359
H 0.248 -7.164 1.830
H 1.621 -7.370 2.911
H 1.940 -6.963 1.287
H 0.843 -4.837 1.574
H 1.387 -5.106 4.561
H -0.223 -4.979 3.587
H 0.343 -3.241 5.543
H -0.693 -2.452 4.172
H 0.820 -1.747 4.683
H 3.051 -4.027 2.375
H 3.278 -5.328 1.428
C -8.057 0.229 -2.216
C -6.993 1.176 -2.716
C -5.649 0.536 -2.362
O -4.559 1.352 -2.758
C -3.286 0.677 -2.645
N -7.179 1.362 -4.159
H -7.906 -0.797 -2.660
H -9.043 0.669 -2.360
H -7.761 0.077 -1.149
H -7.123 2.179 -2.195
H -5.711 -0.419 -2.859
H -5.570 0.425 -1.272
H -3.149 0.055 -3.500
H -3.259 0.030 -1.766
H -2.467 1.434 -2.653
H -7.404 0.431 -4.522
H -6.392 1.744 -4.697
C 0.684 -1.789 -1.210
C 1.689 -1.163 -0.341
C 1.005 0.002 0.330
O 0.581 0.940 -0.642
C -0.438 1.830 -0.218
N 1.969 -2.013 0.804
H -0.164 -2.001 -0.542
H 1.080 -2.642 -1.746
H 0.310 -1.119 -1.974
H 2.640 -0.920 -0.735
H 1.748 0.386 1.066
H 0.137 -0.374 1.015
H -1.364 1.261 0.000
H -0.702 2.413 -1.104
H -0.170 2.508 0.548
H 1.150 -2.309 1.253
H 2.321 -2.932 0.458
C 6.560 -1.466 0.504
C 5.520 -1.541 1.659
C 6.292 -1.667 3.021
O 7.173 -2.762 3.026
C 6.591 -4.015 3.379
N 4.746 -0.310 1.841
H 6.129 -1.550 -0.501
H 7.242 -2.266 0.720
H 7.196 -0.611 0.546
H 4.859 -2.322 1.483
H 5.608 -1.721 3.962
H 6.932 -0.763 3.068
H 6.329 -3.955 4.452
H 7.275 -4.854 3.128
H 5.729 -4.164 2.640
H 3.754 -0.581 1.851
H 4.939 0.401 1.165
C 2.677 1.384 -3.109
C 1.476 1.893 -3.852
C 1.904 2.035 -5.328
O 2.291 3.413 -5.571
C 2.759 3.737 -6.846
N 0.208 1.133 -3.597
H 2.962 0.437 -3.518
H 2.441 1.290 -2.055
H 3.528 2.067 -3.293
H 1.402 2.958 -3.469
H 1.058 1.707 -5.998
H 2.696 1.369 -5.638
H 2.009 3.803 -7.697
H 3.551 3.055 -7.213
H 3.126 4.775 -6.686
H -0.513 1.815 -3.758
H 0.374 0.850 -2.589
O 0.439 5.575 0.154
H -0.130 4.969 -0.374
H 1.367 5.311 0.051
O 1.069 -1.677 -4.729
H 0.617 -1.830 -5.595
H 0.764 -0.716 -4.530
O 1.591 -5.267 -1.018
H 1.896 -4.682 -1.744
H 0.601 -5.302 -1.065
O -0.442 0.990 3.121
H -0.625 1.954 2.971
H -1.323 0.557 3.192
O 5.159 1.322 4.276
H 4.783 0.713 3.653
H 4.462 1.607 4.884
O 2.211 0.304 4.288
H 1.417 0.787 3.913
H 2.626 -0.329 3.610

Cartesian forces (eV/Å) of the 2 atoms listed first:
-0.1 0.5 1.0
0.6 0.3 -2.0